Record 1
A 9-piece molecular cluster, C34H58Br4N2O5 overall, computed with ωB97M-V/def2-TZVPD.

Positions of all 103 atoms, in Å:
Br 3.59364 3.50160 2.15349
C 3.48589 1.58477 2.53560
C 2.64044 1.39514 3.80987
Br 2.56691 -0.54368 4.30191
H 4.51256 1.22681 2.61255
H 2.98786 1.13568 1.67630
H 1.63351 1.77465 3.63624
H 3.01031 1.99338 4.64259
Br -4.58292 -5.45886 3.32043
C -3.84706 -5.75853 1.49165
C -2.60720 -4.90744 1.13149
Br -2.14012 -5.43363 -0.73553
H -4.64758 -5.43934 0.82428
H -3.60292 -6.82017 1.45418
H -1.72177 -5.24011 1.67319
H -2.74261 -3.82821 1.20254
N 2.07445 -1.15853 -4.44558
C 3.42396 -1.44892 -4.22184
C 4.47362 -0.82586 -4.86691
C 4.14778 0.17697 -5.76515
C 2.82491 0.46766 -6.07539
C 1.86140 -0.22548 -5.42507
H 3.66241 -2.28179 -3.57696
H 5.51671 -1.08255 -4.75522
H 4.89096 0.69568 -6.35253
H 2.56840 1.19422 -6.83216
H 0.82414 -0.02903 -5.65291
N -1.21732 1.56815 5.00440
C -0.53264 0.94456 6.00454
C -0.22989 -0.42114 6.05066
C -0.57124 -1.16416 4.89822
C -1.21632 -0.52521 3.78682
C -1.58066 0.80198 3.94495
H -0.49015 1.56805 6.88537
H 0.26368 -0.93267 6.86376
H -0.16036 -2.13961 4.68357
H -1.36667 -1.08416 2.87503
H -2.05061 1.34563 3.13873
C -0.10903 -0.34250 -1.15364
C 0.65566 -0.74808 0.10488
C 0.07955 -2.05423 0.57588
O -1.32248 -1.91131 0.28741
C -1.39912 -1.20843 -0.99773
H 0.38614 -0.63090 -2.08085
H -0.31555 0.72391 -1.24424
H 0.50238 -0.00396 0.88647
H 1.70685 -1.01635 -0.00063
H 0.23194 -2.24428 1.63831
H 0.49591 -2.91125 0.04649
H -2.29039 -0.58103 -0.98773
H -1.46720 -1.94725 -1.79624
C 0.12920 4.11942 1.77895
C -1.34073 4.31343 1.85359
C -1.78404 4.01496 0.44817
O -0.97188 2.91923 0.06873
C 0.13963 2.84913 0.90538
H 0.57259 3.90764 2.75192
H 0.67968 4.92127 1.28689
H -1.67075 5.31650 2.12381
H -1.75932 3.55682 2.51724
H -1.66722 4.93186 -0.12954
H -2.84413 3.76466 0.48896
H 1.05818 2.73221 0.33033
H 0.01403 1.96093 1.52460
C -4.81826 -0.27537 1.36244
C -4.39313 0.88014 0.46090
C -5.70553 1.42553 0.19999
O -6.38269 1.38180 1.45551
C -5.67082 0.46676 2.34385
H -3.91505 -0.63943 1.85210
H -5.34030 -1.07955 0.84391
H -3.87093 0.64904 -0.46754
H -3.81037 1.67042 0.93413
H -6.38390 0.97807 -0.52644
H -5.60246 2.43847 -0.18917
H -6.43909 -0.14168 2.82100
H -5.04901 1.12063 2.95532
C 3.66969 -5.25951 -1.80236
C 2.63215 -4.31354 -1.21254
C 3.02282 -4.05364 0.24370
O 4.06130 -4.95767 0.52590
C 4.04836 -5.95645 -0.48542
H 4.49501 -4.67343 -2.20666
H 3.37383 -5.89836 -2.63449
H 1.67057 -4.82629 -1.23596
H 2.48447 -3.37494 -1.74670
H 2.18385 -4.33298 0.88105
H 3.32423 -3.03615 0.49264
H 3.34174 -6.73235 -0.19086
H 5.04011 -6.39080 -0.61139
C 0.50553 4.84018 -4.48459
C 0.11773 4.81786 -2.99105
C 0.95219 3.63093 -2.43483
O 1.60919 3.09137 -3.53965
C 1.69301 3.94264 -4.64557
H 0.66429 5.87529 -4.78699
H -0.38747 4.55922 -5.04289
H -0.95958 4.76559 -2.83361
H 0.41003 5.67310 -2.38176
H 0.20241 2.88909 -2.15985
H 1.56537 3.99273 -1.60948
H 1.61048 3.40259 -5.58878
H 2.68507 4.39216 -4.68860

Output
Charge: -1
Spin multiplicity: 2
HOMO-LUMO gap (alpha / beta) in eV: 1.5294 / 6.1072
LUMO energy (alpha / beta) in eV: 1.795 / 1.786
Expectation value of S²: 0.762


Record 2
A 4-piece molecular cluster, C34H58F2O11S overall, computed with ωB97M-V/def2-TZVPD.

Positions of all 106 atoms, in Å:
C 3.19396 -2.27263 2.56203
C 3.30189 -1.54830 1.61885
C 3.40192 -0.62482 0.47534
C 2.24955 0.39970 0.61696
C 1.82373 0.95753 -0.75432
C 0.40766 1.56094 -0.75335
O 0.17475 2.19292 0.48301
C 0.38771 3.57552 0.68798
C 1.68106 3.94505 1.40211
C 1.80368 3.32718 2.80796
O 2.81927 3.74799 0.58122
C -0.75463 0.49171 -0.90436
C -0.32684 -0.88319 -1.43711
C 0.20425 -1.86604 -0.35846
C -0.21636 -3.31779 -0.66803
C 0.90291 -4.33083 -0.29641
C -1.98351 0.95600 -1.75363
F -1.91691 0.48558 -3.05739
C -3.15881 0.18489 -1.11786
C -3.90625 -0.73843 -1.82719
C -2.22147 2.47384 -1.84595
C -3.27657 2.86435 -2.88557
C -4.34788 2.14263 -3.26936
C -2.70739 3.06540 -0.48597
C -2.65751 4.58539 -0.45417
F -4.06260 2.74411 -0.30890
O -1.06997 3.27932 -2.23979
S 0.34282 2.55584 -2.26834
O 0.55927 1.75640 -3.43523
O 1.32354 3.60582 -2.20694
H 2.91490 -2.66432 3.51247
H 3.31178 -1.23044 -0.42669
H 4.37463 -0.14452 0.57087
H 2.67719 1.23583 1.16149
H 1.39631 -0.01836 1.13843
H 2.48348 1.81331 -0.93554
H 2.00892 0.28252 -1.58633
H 0.28800 4.23988 -0.16847
H -0.38028 3.90857 1.39505
H 1.58015 5.02955 1.55982
H 0.86438 2.89381 3.14860
H 2.02844 4.12345 3.52199
H 2.62355 2.61555 2.88700
H 3.60837 3.98985 1.07495
H -1.14211 0.32742 0.10093
H 0.37984 -0.82210 -2.26316
H -1.19528 -1.38845 -1.85791
H 1.28680 -1.86020 -0.45210
H -0.12058 -1.57051 0.63818
H -0.37566 -3.42348 -1.74237
H -1.09983 -3.59886 -0.09546
H 0.68355 -4.80433 0.65379
H 1.04601 -5.07955 -1.07088
H 1.86861 -3.83920 -0.16309
H -3.39778 0.35709 -0.06884
H -4.67486 -0.46110 -2.54107
H -3.75970 -1.80401 -1.64470
H -3.14963 3.85384 -3.31863
H -5.10059 1.73456 -2.60424
H -4.51049 1.97420 -4.33315
H -2.18862 2.62189 0.36796
H -1.65289 4.98072 -0.53918
H -3.36105 5.00421 -1.16999
H -3.01383 4.86752 0.54060
O 8.36333 1.94479 -4.04169
C 7.26569 2.42837 -4.08540
O 6.42003 2.23030 -3.05913
C 5.16749 2.91590 -2.92634
C 4.05517 2.22174 -3.67894
C 6.78246 3.18013 -5.30541
H 5.26865 3.96353 -3.21317
H 4.94631 2.90676 -1.85943
H 4.24580 2.19802 -4.75279
H 3.10876 2.73260 -3.50630
H 3.96160 1.18581 -3.34944
H 6.39010 2.46485 -6.02672
H 7.63390 3.69556 -5.74289
H 6.02633 3.93180 -5.09241
O 1.92137 -6.77257 0.60689
C 1.36658 -7.64732 1.20874
O 1.00991 -7.43209 2.49227
C 0.18224 -8.32626 3.23859
C 0.99027 -9.43294 3.88396
C 1.13599 -9.01007 0.59537
H -0.62888 -8.71274 2.61956
H -0.28111 -7.71361 4.01044
H 1.48092 -10.05918 3.13859
H 0.34903 -10.06622 4.49776
H 1.77199 -9.00933 4.51438
H 2.03080 -9.61486 0.73559
H 0.96184 -8.87522 -0.46917
H 0.27424 -9.53831 0.99677
O -3.05857 1.16889 3.45133
C -4.17236 1.61791 3.48081
O -4.96800 1.32368 4.52628
C -6.23183 1.95229 4.74997
C -7.34530 1.25928 3.99257
C -4.72003 2.42622 2.32853
H -6.17998 3.01870 4.52554
H -6.40976 1.86847 5.82093
H -7.19089 1.31203 2.91455
H -8.30766 1.71586 4.22555
H -7.38334 0.20380 4.26197
H -5.11482 1.74843 1.57648
H -3.90273 2.99219 1.90566
H -5.48859 3.14238 2.61269

Output
ΔE to the lowest compared entry with this formula, charge and spin in kJ/mol: 0.0
HOMO-LUMO gap in eV: 7.6068
LUMO energy in eV: -0.463
SMILES string: C#CCCC[C@]1(OC[C@@H](C)O)[C@H](CCCC)[C@@](F)(C=C)[C@@](C=C)([C@@H](C)F)OS1(=O)=O.CCOC(C)=O.CCOC(C)=O.CCOC(C)=O


Record 3
C34H58F7InO11 as an isolated structure, computed with ωB97M-V/def2-TZVPD.

Positions of all 111 atoms, in Å:
In 10.87391 -9.10330 34.92633
C 12.38041 -10.52169 38.12144
O 11.75516 -9.23561 37.98093
O 12.15158 -11.08806 36.85406
C 13.91756 -10.32756 38.55572
F 14.58857 -11.50998 38.58229
F 14.53409 -9.43435 37.77834
F 14.12155 -9.94794 39.80906
C 11.56448 -8.49163 39.18895
C 10.78082 -7.23489 38.81657
H 11.31821 -6.37347 38.42000
H 10.08512 -7.40581 37.99505
H 10.18344 -6.80913 39.62277
H 12.42898 -7.98016 39.61222
H 10.94276 -8.90199 39.98468
H 11.98549 -11.01661 39.00868
C 11.54182 -11.30849 31.79835
O 11.44170 -11.93102 33.07837
O 11.10180 -10.02167 32.04128
C 12.81092 -11.49230 30.93558
F 13.29756 -10.45618 30.23748
F 13.88751 -11.82044 31.71100
F 12.69086 -12.44427 30.03473
C 11.55674 -13.39458 33.15283
C 11.90460 -13.71433 34.64936
H 11.14076 -13.16348 35.19819
H 12.00085 -14.78001 34.85712
H 12.87350 -13.33784 34.97734
H 12.43873 -13.81705 32.67148
H 10.68903 -13.96280 32.81772
H 10.75544 -11.81752 31.24104
C 7.58301 -5.78202 35.49790
C 9.02726 -5.33600 35.63491
O 9.95830 -6.31692 35.41351
H 7.16803 -6.21139 34.58601
H 6.88124 -4.98149 35.73192
H 7.24877 -6.53863 36.20778
H 9.09009 -4.94485 36.65037
H 9.27224 -4.42736 35.08496
F 8.15412 -12.43885 37.94414
C 8.91308 -13.32637 38.51006
C 10.10348 -13.70341 37.87685
C 10.84271 -14.77871 38.29241
C 10.38990 -15.38316 39.50690
C 9.22478 -15.00601 40.15005
C 8.47069 -13.95331 39.62910
H 10.24295 -13.18422 36.94016
H 11.72358 -15.14208 37.78406
H 10.99254 -16.16195 39.95041
H 8.85639 -15.39085 41.08952
H 7.52593 -13.79084 40.12654
C 6.52240 -11.61535 34.80888
C 7.92728 -12.07713 34.66377
O 8.84937 -11.29293 34.55668
C 8.13652 -13.59828 34.65271
H 6.46303 -10.60447 34.40549
H 6.18843 -11.54458 35.84404
H 5.80684 -12.24733 34.28290
H 9.06798 -13.89253 34.16908
H 7.37955 -14.00510 33.98221
H 8.06632 -14.10553 35.61494
C 14.66243 -6.32008 37.66271
C 13.55069 -6.39293 36.68940
O 13.00238 -7.40298 36.34399
C 13.03056 -4.94895 36.37959
H 14.97896 -7.35487 37.79358
H 14.25271 -5.96033 38.60654
H 15.49988 -5.73156 37.28802
H 12.50405 -5.19221 35.45670
H 13.81165 -4.22668 36.14227
H 12.47671 -4.60771 37.25418
C 7.52224 -10.08970 31.80884
C 7.51198 -8.79202 32.61781
O 8.31123 -8.60145 33.51388
C 6.73994 -7.66246 32.01045
H 6.54697 -10.55474 31.66504
H 8.33565 -10.71675 32.17388
H 7.94124 -9.81281 30.84143
H 5.69756 -7.95626 32.13382
H 7.07162 -7.51697 30.98239
H 6.82772 -6.72674 32.56255
C 8.48502 -9.97773 39.37408
C 8.04549 -9.41137 38.02516
O 8.73899 -9.66156 37.04028
C 6.83935 -8.57184 38.03351
H 8.95743 -9.15667 39.91333
H 9.23346 -10.76949 39.34186
H 7.68641 -10.35376 40.01355
H 6.61634 -8.38222 36.98355
H 7.06301 -7.71646 38.67100
H 6.05515 -9.16721 38.50113
C 15.68282 -11.02693 34.49458
C 14.89517 -9.90968 33.95400
O 13.78901 -9.54096 34.40988
C 15.42885 -9.09909 32.76192
H 15.69197 -11.70982 33.64506
H 15.16576 -11.50299 35.32772
H 16.65808 -10.75129 34.89581
H 16.50595 -8.93995 32.81312
H 14.97059 -8.11050 32.73393
H 15.26244 -9.60357 31.81012
C 13.00685 -4.79301 32.81325
C 11.93336 -5.71488 32.35984
O 11.74969 -6.87502 32.84782
C 10.88334 -5.16067 31.42576
H 13.49912 -4.47396 31.89458
H 13.76753 -5.25764 33.44060
H 12.54883 -3.90288 33.24452
H 10.60548 -4.12832 31.63822
H 10.00070 -5.79946 31.45752
H 11.30233 -5.23240 30.42207

Output
HOMO-LUMO gap in eV: 4.2562
LUMO energy in eV: -3.554